37
Properties=species:S:1:pos:R:3:forces:R:3:nbo_charge:R:1 method="wB97M-V/def2-TZVPD" orbital_gap_ha=0.3782 de_lowest_ev=0.8780 energy_ev=-23412.0739 charge=+1
C -0.905288 0.511314 0.207337 -0.400 -1.213 0.686 -0.22
C -1.472771 1.339519 1.352116 1.926 0.926 0.966 -0.57
C -2.782100 0.794121 1.805688 -0.773 0.577 -0.442 0.45
O -3.050523 0.484632 2.931854 0.266 -0.222 0.262 -0.50
N 0.528786 0.173457 0.440133 -0.942 0.584 0.977 -0.70
H -1.046009 0.929117 -0.768560 0.127 0.288 -0.300 0.25
H -1.387234 -0.469049 0.232082 -0.168 0.055 -0.314 0.21
H -1.385623 2.420264 1.191192 -1.111 -0.031 -0.814 0.27
H -0.794166 1.372775 2.223229 -0.116 -0.968 -0.024 0.24
H -3.533754 0.679566 1.003108 -0.086 -0.102 -0.019 0.12
H 0.560161 -0.337532 1.333270 0.101 -0.019 -0.052 0.46
H 1.023753 1.059665 0.571163 0.749 -0.323 -0.577 0.45
H 0.859979 -0.459163 -0.294383 0.308 0.210 -0.292 0.48
H -1.312535 -1.204642 3.149673 0.169 0.053 0.400 0.51
H 0.091501 -1.805519 3.548498 -0.221 -0.034 0.231 0.51
O -0.404073 -1.359636 2.856231 0.003 0.109 -0.658 -1.00
H -0.580520 2.466315 -2.110123 0.076 0.107 -0.211 0.48
H -2.058309 2.893898 -2.260502 0.047 0.048 -0.099 0.48
O -1.258658 3.051071 -1.749241 0.040 -0.097 0.213 -0.96
H 1.940717 3.641962 0.457890 -0.243 -0.211 0.353 0.49
H 2.929828 3.085162 -0.461372 0.522 -0.256 -0.167 0.47
O 2.334133 2.788107 0.227806 -0.318 0.470 -0.010 -0.95
H 3.848423 -0.497924 0.423554 0.406 -0.410 -0.007 0.49
H 3.398132 -1.982660 0.055461 0.517 0.084 0.135 0.50
O 3.113739 -1.084235 0.234463 -0.933 0.364 -0.150 -0.98
H -1.568455 -3.542730 -1.219184 -0.589 -0.427 -0.851 0.47
H -1.458499 -2.822398 -2.619981 -0.375 -0.339 0.051 0.49
O -1.152255 -2.835262 -1.711047 0.491 0.457 0.379 -0.96
H 1.768185 -0.788162 -1.887934 0.331 -0.145 -0.501 0.49
H 1.028072 -2.085312 -2.359769 0.072 -0.170 0.213 0.50
O 0.907333 -1.200583 -2.008257 -0.051 0.444 0.246 -0.96
H -1.004585 -2.995941 1.702316 0.064 -0.239 0.159 0.48
H -1.095664 -3.501054 0.295848 0.272 -0.140 0.546 0.44
O -1.126619 -3.820885 1.207271 -0.020 0.499 -0.301 -0.93
H 2.112064 2.129823 -2.208736 -0.220 0.052 0.441 0.47
H 1.527949 1.464213 -3.372353 -0.399 -0.419 -0.312 0.49
O 1.404895 1.507708 -2.418756 0.478 0.435 -0.155 -0.95

---

39
Properties=species:S:1:pos:R:3:forces:R:3:nbo_charge:R:1 method="wB97M-V/def2-TZVPD" orbital_gap_ha=0.3539 smiles="O=C(O)CCS.O.O.O.O.O.O.O.O.O" energy_ev=-36858.7841
O 0.091693 1.005336 0.209702 -0.544 -0.420 0.686 -0.68
C -0.628399 0.025494 0.323178 -0.685 2.130 0.631 0.85
O -0.341262 -1.032139 1.050175 -0.170 -0.437 -0.177 -0.71
C -2.017799 0.018562 -0.267747 0.415 -0.725 -0.869 -0.56
C -2.251247 1.156712 -1.237535 0.018 0.100 -0.280 -0.51
S -4.013510 1.352763 -1.680316 0.037 0.199 -0.353 -0.04
H 0.584386 -1.066433 1.383014 -0.056 0.052 0.081 0.54
H -2.072776 -0.921445 -0.812842 -0.114 -0.048 -0.324 0.27
H -2.843168 -0.123565 0.422337 0.276 0.288 0.685 0.25
H -1.662906 0.998072 -2.145103 -0.357 -0.315 -0.148 0.23
H -1.863300 2.118908 -0.932771 -0.330 0.067 0.583 0.21
H -4.609971 0.593200 -0.751051 0.320 -0.068 0.093 0.13
H 1.442522 2.797893 1.051782 0.120 0.267 -0.241 0.49
H 2.223916 3.171844 -0.198949 -0.251 0.206 -0.023 0.49
O 2.338386 2.980186 0.735815 0.256 -0.377 0.512 -0.96
H 2.117477 -3.049944 1.648441 0.471 0.815 0.388 0.51
H 0.726321 -2.953551 1.859686 -0.437 0.292 0.694 0.46
O 1.511524 -2.495751 2.200957 -0.106 -1.020 -0.939 -0.96
H 2.198059 -0.583628 -0.274334 -0.175 -0.443 -0.167 0.50
H 1.825039 0.340574 -1.271591 -0.512 0.034 -0.507 0.50
O 1.543040 -0.543688 -1.002320 1.611 -0.029 0.049 -1.00
H 3.250342 -2.828564 -0.364953 0.148 -0.042 0.265 0.48
H 2.243893 -3.892296 -0.644841 -0.152 -0.114 0.133 0.50
O 2.813495 -3.572711 0.072576 0.185 0.036 -0.587 -0.97
H -0.818541 4.184521 -0.261384 0.479 0.417 -0.088 0.48
H -0.364220 2.785893 -0.239578 0.777 -0.013 -0.236 0.48
O -0.039822 3.664483 -0.517091 -1.157 -0.169 0.281 -0.97
H 0.850965 -2.300782 -0.971498 -0.195 -0.164 -0.208 0.49
H 0.695603 -2.324377 -2.432217 -0.010 -0.167 -0.179 0.48
O 0.604077 -2.917506 -1.679207 -0.074 -0.095 0.231 -0.97
H -1.937442 -2.561802 0.433197 0.232 -0.379 -0.165 0.48
H -2.699942 -3.565709 -0.516794 0.384 0.150 0.187 0.48
O -2.799946 -2.855491 0.126853 -0.565 -0.042 0.086 -0.96
H -1.921131 2.837480 2.236369 -0.006 0.072 0.034 0.47
H -2.920440 3.188679 1.140586 -0.094 0.047 0.098 0.47
O -2.374894 3.585245 1.831351 0.046 -0.169 -0.250 -0.94
H 3.046751 1.292118 0.711625 0.142 -0.087 -0.448 0.51
H 4.481237 0.900523 0.486046 0.052 -0.297 -0.137 0.48
O 3.591993 0.590897 0.278432 0.021 0.450 0.610 -1.01

---

39
Properties=species:S:1:pos:R:3:forces:R:3:nbo_charge:R:1 method="wB97M-V/def2-TZVPD" orbital_gap_ha=0.2618 de_lowest_ev=0.0000 energy_ev=-33715.6275 charge=-1
N 0.304130 -0.322486 -0.221535 -2.274 -3.629 0.984 -0.94
C 1.156631 -1.161724 0.659282 1.199 0.789 -0.546 -0.08
C 1.193780 -0.705209 2.111574 -1.314 0.250 0.030 -0.51
S -0.484741 -0.836008 2.877491 0.064 0.120 0.280 -0.70
C 2.608896 -1.150533 0.058867 -1.319 -3.292 0.000 -0.21
N 2.629132 -1.473515 -1.378831 1.517 -1.376 1.423 -0.83
H -0.690892 -0.288268 0.158178 1.881 0.125 -0.392 0.41
H 0.659485 0.562691 -0.320306 0.955 2.682 -0.062 0.37
H 0.801856 -2.191055 0.581258 -0.166 -0.012 0.269 0.18
H 1.850316 -1.310635 2.717273 0.399 -0.308 0.020 0.20
H 1.546452 0.339596 2.189585 -0.072 -0.255 -0.169 0.17
H 3.025925 -0.230335 0.242944 1.116 2.372 0.119 0.17
H 3.271686 -1.903139 0.611908 -0.999 0.869 -0.674 0.18
H 2.141496 -0.805763 -1.889778 -1.057 1.375 -0.932 0.35
H 2.156199 -2.359878 -1.517337 0.050 0.021 -0.067 0.35
H -1.572454 -2.638759 -1.205998 -0.150 0.058 0.042 0.48
H -0.133293 -2.211373 -1.294094 0.211 0.537 0.148 0.48
O -0.713117 -2.945496 -1.504540 0.089 -0.604 -0.486 -0.98
H -0.548056 -0.199174 -2.300212 0.873 -0.851 0.499 0.48
H -0.763398 1.289144 -2.426063 -0.102 -0.293 -0.060 0.51
O -1.200282 0.418152 -2.589623 -0.724 0.998 -0.791 -0.99
H -2.234420 -1.795407 1.434988 0.567 -0.201 -0.067 0.52
H -1.570835 -3.024958 0.726873 -1.139 1.278 0.077 0.50
O -2.310563 -2.357940 0.636531 0.589 -1.336 0.311 -1.02
H 1.046097 2.566763 -1.640905 0.593 -0.206 -0.079 0.49
H -0.270664 2.909536 -1.063002 -0.563 0.314 0.496 0.50
O 0.129357 2.652099 -1.898675 -0.139 0.153 -0.887 -0.99
H -1.843376 0.844036 2.187561 -0.153 0.537 -0.972 0.51
H -2.605928 0.971591 0.793908 -0.110 -0.456 -0.337 0.51
O -2.278936 1.496252 1.541964 0.439 -0.001 1.313 -1.03
H -2.320524 0.118915 -1.371047 -0.234 0.487 0.043 0.50
H -2.779637 -0.944206 -0.419285 -0.126 -1.044 0.589 0.49
O -2.901432 -0.017775 -0.582602 -0.129 0.802 -0.747 -1.01
H 2.334101 1.899062 0.866833 -0.844 1.151 -1.682 0.48
H 1.095615 2.749248 0.440698 -0.536 0.173 0.436 0.50
O 1.944085 2.435411 0.101864 1.756 -1.322 1.564 -1.01
H -1.257111 2.475171 0.984841 0.257 0.080 0.059 0.52
H -0.836085 3.970534 1.054621 -0.417 1.554 0.701 0.48
O -0.579495 3.175436 0.644793 0.010 -1.538 -0.452 -1.03

---

42
Properties=species:S:1:pos:R:3:forces:R:3:nbo_charge:R:1 method="wB97M-V/def2-TZVPD" orbital_gap_ha=0.3686 smiles="NCC(=O)NCO.O.O.O.O.O.O.O.O.O" de_lowest_ev=3.3056 energy_ev=-29033.6869
O -2.746549 2.361015 -1.531995 -0.669 -0.559 -2.629 -0.64
C -2.184856 2.115669 -0.494925 -1.992 1.166 2.119 0.68
N -3.001478 1.723650 0.564176 5.273 0.763 2.420 -0.63
C -2.440947 1.542086 1.986288 -3.513 0.182 -0.972 0.10
O -2.077842 0.282115 2.360767 1.211 -1.428 -0.123 -0.76
C -0.782660 2.634405 -0.385671 0.757 -1.405 1.734 -0.33
N 0.070325 1.826561 0.518935 0.258 -1.976 -0.866 -0.90
H -3.788821 1.210318 0.366687 -2.164 -1.070 -0.831 0.39
H -1.559319 2.098990 2.096594 0.598 1.351 0.059 0.20
H -3.309931 1.826574 2.645548 0.922 0.390 -0.559 0.15
H -2.639821 -0.421388 2.005766 -0.583 0.269 0.123 0.50
H -0.502513 2.670118 -1.395086 0.942 -0.264 -1.496 0.22
H -0.781344 3.700825 -0.128936 -0.226 -0.339 0.613 0.23
H 0.802891 2.361474 0.912294 0.894 0.589 0.233 0.38
H 0.531224 0.902511 0.164742 -1.272 2.561 0.072 0.40
H 0.999665 -3.828730 -1.376960 0.990 0.568 -0.602 0.47
H 2.233765 -3.750624 -0.632942 1.091 -0.173 2.149 0.49
O 1.938083 -3.535080 -1.486897 -2.134 -0.399 -2.169 -0.97
H 2.170488 -0.217616 -2.346187 1.010 -1.563 2.126 0.51
H 2.602363 -1.521508 -1.427022 -0.259 -3.734 -0.414 0.49
O 2.559080 -0.618474 -1.443893 -0.631 5.452 -1.131 -1.06
H -3.679406 -2.644846 1.175957 0.266 -0.461 -0.569 0.49
H -2.228730 -2.050833 1.572971 0.602 -0.865 -0.982 0.50
O -3.175959 -2.041163 1.705124 -0.854 0.927 1.171 -0.99
H 0.889882 0.705074 -3.669105 -5.727 2.512 -0.055 0.51
H 1.712181 -0.653288 -4.307044 -1.407 2.678 1.294 0.52
O 1.605800 0.205064 -3.762535 7.023 -5.106 -1.399 -0.97
H 1.427170 -2.584103 1.091915 -2.704 3.388 0.328 0.50
H 2.926258 -2.929636 1.460313 -0.420 0.564 0.171 0.48
O 2.089899 -3.189486 1.072762 3.458 -4.073 0.046 -0.97
H 0.363556 0.026104 2.360731 1.250 -0.101 0.432 0.49
H 1.950942 0.102426 2.346198 -0.887 -0.344 -0.050 0.49
O 1.193976 -0.523809 2.369710 0.133 1.571 0.349 -0.98
H -1.095512 1.124425 -4.488411 0.069 0.941 3.926 0.49
H -1.731302 1.734284 -2.932748 2.230 -1.191 -1.937 0.53
O -0.895217 1.306402 -3.456838 -2.520 0.444 -1.959 -1.05
H -0.374708 -2.340433 2.092074 0.420 0.215 0.495 0.49
H -0.147514 -1.090688 1.240855 0.769 2.443 0.180 0.49
O -0.387632 -1.972039 1.210856 -1.978 -3.656 -1.189 -0.95
H 4.227780 0.995796 1.379369 -1.648 2.069 -2.626 0.46
H 3.517566 0.875103 -0.086548 0.392 1.667 1.764 0.52
O 3.719157 1.582735 0.653102 1.031 -4.004 0.752 -0.98

---

41
Properties=species:S:1:pos:R:3:forces:R:3:nbo_charge:R:1 method="wB97M-V/def2-TZVPD" orbital_gap_ha=0.3513 de_lowest_ev=0.4866 energy_ev=-36335.5851 charge=-1
C -0.519926 2.404097 0.532365 -0.582 -0.591 1.745 -0.27
C -1.324666 3.369009 -0.297892 -1.142 -0.869 -0.957 -0.48
S -2.745006 2.544904 -1.201513 0.439 0.054 0.203 -0.10
N 0.408774 1.575159 -0.223032 0.057 1.176 0.573 -0.66
C 1.554225 1.156992 0.528763 0.133 -2.121 0.503 0.10
O 1.452293 0.020677 1.443353 -0.731 0.757 0.047 -0.86
H -1.130614 1.794033 1.227058 -0.801 -0.204 -0.938 0.19
H -0.083250 2.906832 1.399947 1.182 0.643 -0.708 0.21
H -1.875426 4.132261 0.244120 0.349 0.063 0.374 0.22
H -0.744621 3.822083 -1.092727 0.349 0.218 0.182 0.22
H -2.006495 1.713270 -1.953727 -0.042 0.025 -0.003 0.13
H -0.091719 0.863500 -0.731248 0.168 -0.480 0.081 0.38
H 1.862773 1.962815 1.188014 0.264 0.371 -0.453 0.16
H 2.337878 0.792239 -0.134319 0.154 0.815 -0.482 0.15
H -1.245623 -1.380579 3.403854 0.159 -0.234 -0.488 0.48
H -1.172439 -0.269885 2.328777 0.158 -0.894 0.008 0.51
O -1.423781 -0.455991 3.244100 -0.711 1.070 0.955 -0.97
H 0.140211 -1.914669 -4.045542 0.034 -0.263 0.302 0.47
H 0.174386 -1.079023 -2.747700 -0.029 -0.874 0.325 0.50
O 0.050899 -1.027740 -3.701363 0.020 1.158 -0.787 -0.99
H -0.132978 -1.733771 -0.554038 -0.033 -0.708 -0.249 0.51
H 1.224109 -2.207994 -0.850593 0.300 -0.220 -0.399 0.48
O 0.355783 -2.236452 -1.284104 0.593 1.067 0.563 -1.04
H -1.702929 -3.361858 -1.047351 0.452 0.194 -0.063 0.50
H -0.423680 -4.281250 -1.091905 0.140 0.798 -0.071 0.48
O -1.377245 -4.265808 -1.087262 -1.063 -1.244 0.113 -0.98
H -1.972700 -1.428231 0.320374 0.200 0.042 -0.434 0.51
H -3.119263 -0.617797 -0.335038 -0.036 -0.064 -0.126 0.47
O -2.510192 -1.342704 -0.510746 -0.287 0.113 0.269 -1.01
H -0.086544 0.408656 4.109118 0.510 0.271 -0.116 0.49
H 1.190054 1.017748 3.483273 -0.212 -0.450 0.161 0.48
O 0.742439 0.889238 4.333868 -0.146 0.200 0.012 -1.00
H 0.642281 -0.634904 1.274962 0.102 0.340 -0.102 0.51
H -0.256678 -2.444641 1.269660 -0.126 0.545 -0.035 0.46
O -0.450776 -1.517470 1.045279 0.046 -0.513 0.112 -1.22
H 2.489452 -1.313385 0.907176 0.310 -0.258 0.081 0.50
H 3.515894 -0.928436 -0.053584 0.352 -0.386 -0.197 0.45
O 3.197782 -1.741615 0.362064 -0.478 0.554 0.003 -0.98
H 1.710492 0.846324 -3.373716 0.355 0.335 -0.446 0.48
H 1.332292 2.189484 -2.891446 0.240 0.281 0.028 0.47
O 2.014535 1.774882 -3.437279 -0.645 -0.717 0.409 -0.95

---

40
Properties=species:S:1:pos:R:3:forces:R:3:nbo_charge:R:1 method="wB97M-V/def2-TZVPD" orbital_gap_ha=0.3651 de_lowest_ev=0.0000 energy_ev=-22904.3779 charge=+1
C 0.595355 1.528234 -0.855966 0.663 -0.101 0.164 -0.24
N -0.824783 1.167353 -0.826638 0.266 -0.063 -0.259 -0.71
C 1.217776 1.480450 0.530432 -1.085 0.327 -0.389 -0.24
N 0.790730 2.602589 1.376920 0.112 -0.114 0.431 -0.66
C 1.820806 2.899940 2.387521 -1.466 -0.182 1.460 -0.41
H 1.145476 0.865618 -1.544053 -0.436 0.035 0.344 0.24
H 0.643861 2.532228 -1.258480 0.136 0.150 -0.087 0.23
H -1.118907 0.596402 -0.072532 0.021 -1.509 1.128 0.44
H -1.059085 0.739248 -1.713094 -0.672 -0.161 -0.915 0.47
H 0.987872 0.518222 0.993323 0.290 -0.220 0.062 0.18
H 2.265425 1.566732 0.331461 0.775 -0.029 0.341 0.22
H -0.087064 2.388279 1.876568 0.625 -0.045 -0.497 0.37
H -0.325798 3.795547 0.326593 -1.388 -0.256 -0.594 0.51
H 1.482097 3.748038 2.998832 0.419 0.364 -0.687 0.21
H 1.867169 2.143678 3.201683 0.426 -0.254 -0.794 0.18
H 2.765830 3.042546 1.897524 0.394 0.258 0.096 0.21
H -1.384781 -4.304263 -0.830556 0.035 1.175 0.140 0.49
H -1.123691 -3.282064 0.354264 -0.331 -0.060 -3.179 0.49
O -1.173742 -3.345698 -0.690641 0.105 -1.105 3.036 -0.96
H 2.208142 -0.937317 -3.772875 -0.463 -0.315 0.574 0.49
H 1.746126 -1.982947 -2.652293 -0.393 1.029 -0.841 0.53
O 1.497464 -1.129408 -3.129607 1.016 -0.678 0.172 -1.01
H 0.497232 -3.393633 -1.597798 1.545 -0.388 -0.001 0.51
H 1.581665 -4.433873 -1.898530 0.556 -4.393 -0.938 0.48
O 1.483884 -3.560269 -1.741204 -2.082 4.925 1.089 -0.98
H -1.332004 0.223426 -4.225597 0.648 -0.158 1.192 0.50
H 0.003088 -0.229451 -3.447708 -0.718 -0.109 -0.069 0.52
O -0.911651 0.132597 -3.335964 0.001 0.067 -1.110 -1.01
H -1.493809 -1.851784 3.606749 -0.366 -0.156 0.647 0.49
H -0.360317 -1.916605 2.595896 -0.754 0.296 0.185 0.51
O -1.286165 -1.583198 2.719730 1.024 -0.021 -0.863 -1.00
H -1.675305 4.544229 -0.023829 -0.212 0.268 -0.030 0.50
H -1.397516 1.953556 -0.576912 -0.438 1.397 -0.579 0.47
O -1.218781 3.714767 -0.154720 1.423 0.272 0.750 -1.01
H 0.896844 -3.614028 1.680219 0.132 0.201 0.242 0.49
H 1.858214 -3.315274 2.829519 -0.286 0.233 0.000 0.50
O 1.008063 -3.038779 2.453994 0.366 -0.512 -0.389 -0.97
H -2.074918 -0.161016 1.877075 -0.903 1.394 -0.732 0.52
H -2.519026 1.348760 2.095663 -0.085 -1.194 -1.232 0.48
O -2.483547 0.642992 1.386964 1.100 -0.370 2.131 -1.00

---

no.,highest occupied orbital energy (eV)
1,-13.19
2,-9.50
3,-4.13
4,-9.74
5,-6.89
6,-12.51